1.
{
  "formula": "C33H38BNO2S2",
  "method": "ωB97M-V/def2-TZVPD",
  "total_energy_ha": -2306.7463,
  "e_homo_ev": -7.17,
  "e_above_lowest_ev": 0.000,
  "smiles": "Cc1ccc([C@H](c2ccc(C)s2)c2cn(C)c3ccccc23)cc1.Cc1ccc(B2OC(C)(C)C(C)(C)O2)s1",
  "homo_lumo_gap_ha": 0.2856,
  "total_charge": 0,
  "species": ["C", "C", "C", "C", "C", "C", "C", "C", "C", "C", "C", "S", "C", "C", "N", "C", "C", "C", "C", "C", "C", "C", "C", "C", "H", "H", "H", "H", "H", "H", "H", "H", "H", "H", "H", "H", "H", "H", "H", "H", "H", "H", "H", "H", "H", "C", "C", "C", "C", "C", "B", "O", "C", "C", "C", "C", "C", "C", "O", "S", "H", "H", "H", "H", "H", "H", "H", "H", "H", "H", "H", "H", "H", "H", "H", "H", "H"],
  "coordinates": [[1.6629, -5.4133, 2.0470], [0.9033, -4.1665, 1.6291], [1.5761, -2.9867, 1.2846], [0.8631, -1.8617, 0.8491], [-0.4926, -1.9046, 0.5791], [-1.4428, -0.6498, 0.0819], [-1.7574, 0.1322, -1.1109], [-2.1760, 1.4798, -1.1623], [-3.0255, 1.7393, -2.2515], [-2.9603, 0.7859, -3.2434], [-3.7517, 0.8824, -4.4951], [-1.8162, -0.4599, -2.7672], [-1.5701, 0.2608, 1.2560], [-2.8320, 0.8075, 1.4829], [-2.8789, 1.4064, 2.6962], [-4.0907, 1.8979, 3.2971], [-1.6412, 1.2551, 3.3214], [-1.3456, 1.6249, 4.6137], [-0.0726, 1.2793, 5.1066], [0.8159, 0.5776, 4.2803], [0.4994, 0.2486, 2.9560], [-0.7704, 0.5326, 2.4493], [-1.1790, -3.0475, 0.9892], [-0.4880, -4.1615, 1.4799], [1.0441, -6.0331, 2.6993], [1.9339, -6.0315, 1.1801], [2.5883, -5.1806, 2.5881], [2.6724, -2.9443, 1.3350], [1.4259, -0.9610, 0.6377], [-2.3487, -1.2543, -0.0016], [-2.0016, 2.2066, -0.3808], [-3.6811, 2.6073, -2.2839], [-4.8039, 1.0590, -4.2349], [-3.4066, 1.7585, -5.0551], [-3.6565, -0.0167, -5.0924], [-3.6897, 0.8070, 0.8077], [-3.8596, 2.7778, 3.9091], [-4.7871, 2.1503, 2.4852], [-4.5623, 1.1265, 3.9347], [-2.1011, 2.1473, 5.2100], [0.2002, 1.5455, 6.1356], [1.7813, 0.2838, 4.6863], [1.2526, -0.2316, 2.3686], [-2.2575, -3.1181, 0.9448], [-1.0078, -5.0803, 1.7583], [4.0074, -3.9159, -2.1586], [2.8172, -3.0636, -2.0404], [1.4961, -3.4548, -2.0326], [0.5954, -2.3625, -1.9508], [1.2626, -1.1551, -1.8106], [1.1228, 0.3484, -1.5422], [0.9803, 1.1695, -2.5989], [1.3161, 2.4821, -2.0913], [2.6788, 2.8259, -2.6946], [0.2571, 3.4205, -2.6323], [1.3416, 2.3088, -0.4910], [2.7175, 2.4918, 0.1448], [0.3903, 3.2081, 0.2634], [0.9871, 0.9402, -0.2957], [3.0019, -1.3593, -1.9497], [3.8285, -4.8426, -1.6150], [4.1952, -4.1313, -3.2136], [4.8641, -3.3851, -1.7378], [1.2059, -4.4980, -2.0326], [-0.4778, -2.5411, -1.9148], [3.0242, 3.7716, -2.2833], [3.4077, 2.0359, -2.5113], [2.5620, 2.9403, -3.7732], [0.4308, 4.4392, -2.2573], [0.3290, 3.4310, -3.7250], [-0.7518, 3.0771, -2.3665], [3.0252, 3.5466, 0.0951], [2.6618, 2.2046, 1.2074], [3.4859, 1.8664, -0.3414], [0.7553, 4.2509, 0.2189], [-0.6078, 3.1829, -0.1811], [0.3254, 2.8901, 1.3115]],
  "mulliken_charge": [-1.50, 0.78, -1.26, 1.16, -0.03, 0.46, 0.15, -1.19, -1.69, 0.96, -1.34, -0.27, -0.18, -0.61, 0.32, -1.06, -0.51, -1.07, -0.60, -1.74, 0.77, 1.08, -1.01, -1.13, 0.40, 0.24, 0.38, 0.40, 0.28, 0.87, 1.65, 0.35, 0.31, 0.28, 0.40, 0.51, 0.35, 0.36, 0.30, 0.33, 0.37, 0.44, 0.81, 0.45, 0.34, -1.45, 0.82, -1.33, -0.91, 1.52, -0.46, -0.63, 1.79, -1.97, -1.55, 1.31, -1.92, -1.59, 0.51, -0.48, 0.34, 0.30, 0.40, 0.41, 0.44, 0.38, 0.22, 0.49, 0.30, 0.49, 0.10, 0.42, 0.40, 0.30, 0.52, 0.25, 0.28]
}


2.
{
  "formula": "C5H8N2",
  "method": "ωB97M-V/def2-TZVPD",
  "total_energy_ha": -304.8325,
  "e_homo_ev": -8.42,
  "e_above_lowest_ev": 0.080,
  "smiles": "Cc1cn(C)cn1",
  "homo_lumo_gap_ha": 0.3422,
  "total_charge": 0,
  "species": ["C", "C", "C", "N", "C", "C", "N", "H", "H", "H", "H", "H", "H", "H", "H"],
  "coordinates": [[2.6104, 0.0969, -0.2508], [1.1638, -0.0624, 0.1056], [0.0696, 0.3389, -0.6115], [-1.0320, -0.0607, 0.1097], [-2.4179, 0.1776, -0.2349], [-0.5529, -0.6716, 1.2245], [0.7586, -0.6961, 1.2575], [3.2302, -0.0293, 0.6401], [2.9272, -0.6498, -0.9881], [2.8130, 1.0869, -0.6735], [-0.0226, 0.8579, -1.5557], [-2.4985, 0.3211, -1.3156], [-3.0213, -0.6899, 0.0421], [-2.8150, 1.0643, 0.2703], [-1.2125, -1.0838, 1.9801]],
  "nbo_charge": [-0.64, 0.10, -0.12, -0.34, -0.40, 0.17, -0.46, 0.23, 0.22, 0.21, 0.21, 0.21, 0.21, 0.20, 0.19]
}


3.
{
  "formula": "C4H5NO",
  "method": "ωB97M-V/def2-TZVPD",
  "total_energy_ha": -285.3177,
  "e_homo_ev": -10.27,
  "e_above_lowest_ev": 2.636,
  "homo_lumo_gap_ha": 0.4153,
  "total_charge": 0,
  "species": ["C", "C", "O", "C", "N", "C", "H", "H", "H", "H", "H"],
  "coordinates": [[-0.6959, 0.7327, -0.3438], [-0.3301, -0.7797, -0.4019], [0.8978, -0.4468, -1.0835], [0.8736, 0.6830, -0.2100], [0.9808, 0.1101, 1.1744], [0.1694, -0.8648, 1.0360], [-1.2127, 1.0773, 0.5548], [-1.1947, 1.0961, -1.2455], [-0.9078, -1.5607, -0.8942], [1.6339, 1.4355, -0.4277], [-0.2142, -1.4828, 1.8413]],
  "nbo_charge": [-0.40, 0.00, -0.50, 0.18, -0.39, 0.08, 0.21, 0.22, 0.21, 0.20, 0.20]
}


4.
{
  "formula": "C4H13N3",
  "method": "ωB97M-V/def2-TZVPD",
  "total_energy_ha": -324.3571,
  "e_homo_ev": -6.25,
  "e_above_lowest_ev": 3.206,
  "homo_lumo_gap_ha": 0.2559,
  "total_charge": 0,
  "species": ["C", "N", "N", "N", "H", "H", "H", "H", "H", "H", "H", "C", "C", "C", "H", "H", "H", "H", "H", "H"],
  "coordinates": [[-0.7004, 0.4006, -1.4280], [-0.8295, 0.7567, 0.2278], [-0.0241, -0.7883, -1.5797], [-2.0392, 0.4801, -1.9240], [-0.0787, 1.2463, -1.7369], [-0.6380, -1.5841, -1.4110], [-2.2692, 1.3699, -2.3468], [-2.2646, -0.3193, -2.5005], [-1.2940, -0.0509, 0.6394], [-1.4333, 1.5667, 0.3674], [0.8157, -0.7342, -0.6574], [1.2868, -1.3112, 1.7428], [1.4302, -0.2401, 0.6714], [0.5646, 0.9476, 0.9088], [2.4659, 0.0734, 0.5399], [0.2927, -1.7791, 1.7260], [1.4394, -0.9444, 2.7726], [2.0028, -2.1204, 1.5817], [0.3106, 1.1769, 1.9601], [0.9623, 1.8538, 0.4466]],
  "nbo_charge": [0.32, -0.60, -0.92, -0.87, 0.16, 0.33, 0.38, 0.39, 0.40, 0.39, 0.37, -0.61, -0.63, -0.21, 0.20, 0.17, 0.17, 0.21, 0.16, 0.19]
}


5.
{
  "formula": "C7H9N2O3",
  "method": "ωB97M-V/def2-TZVPD",
  "total_energy_ha": -607.1935,
  "e_homo_ev": -3.59,
  "e_above_lowest_ev": 5.603,
  "smiles": "Cc1ccc[n+]([O-])c1[N+](C)([O-])[O-]",
  "homo_lumo_gap_ha": 0.2634,
  "total_charge": -1,
  "species": ["C", "C", "C", "C", "C", "N", "O", "C", "N", "C", "O", "O", "H", "H", "H", "H", "H", "H", "H", "H", "H"],
  "coordinates": [[0.2833, 2.1896, -0.1771], [0.7236, 0.7656, -0.1098], [2.0775, 0.4829, -0.0316], [2.5309, -0.8241, 0.1016], [1.5967, -1.8193, 0.0857], [0.2808, -1.5739, -0.0702], [-0.4491, -2.6178, -0.2261], [-0.2085, -0.2828, -0.0691], [-1.6538, -0.1020, 0.0470], [-2.5707, -1.3260, -0.0381], [-2.1258, 0.8099, -0.7660], [-1.5166, 0.2246, 1.3604], [1.0527, 2.8020, -0.6509], [0.1091, 2.5528, 0.8352], [-0.6647, 2.2363, -0.7123], [2.7901, 1.2936, -0.0696], [3.5793, -1.0709, 0.1945], [1.8297, -2.8731, 0.1289], [-2.3601, -2.0143, 0.7663], [-2.4880, -1.7694, -1.0207], [-3.5484, -0.8592, 0.0921]],
  "nbo_charge": [-0.65, -0.01, -0.22, -0.28, -0.02, 0.05, -0.63, 0.38, 0.28, -0.39, -0.74, -0.71, 0.18, 0.23, 0.29, 0.20, 0.21, 0.21, 0.21, 0.20, 0.20]
}